(1)
Entry from OMol25: 2 unconnected molecules or ions with the total composition CH3OS (wB97M-V/def2-TZVPD).

Each line ends with the Löwdin charge.
CARTESIAN COORDINATES (ANGSTROEM)
S  1.36  2.11  0.05  -0.35
H  0.25  2.62  -0.47  -0.51
O  -1.31  -1.90  0.34  -0.11
C  -0.36  -1.16  0.02  -0.14
H  -0.65  -0.11  -0.06  0.02
H  0.71  -1.57  0.12  0.09

Net charge: -1
E_HOMO, eV: -2.68
Lowest unoccupied orbital energy, eV: 4.10
DFT total energy, hartree: -513.32684
2S+1: 1
Strongest force on any atom, eV/Å: 3.6


(2)
Entry from OMol25: a gas-phase ion, C4H9N6 (charge +1) (wB97M-V/def2-TZVPD).

Each line ends with the Löwdin charge.
CARTESIAN COORDINATES (ANGSTROEM)
C  0.33  2.18  2.80  0.03
N  -0.24  1.03  2.10  -0.16
N  -0.89  0.01  2.58  0.14
N  -0.95  -0.88  1.66  0.15
N  -0.29  -0.39  0.61  -0.03
C  -0.18  -1.16  -0.61  -0.40
N  -1.02  -2.31  -0.58  0.12
C  0.99  -1.06  -1.65  0.03
C  -0.34  -0.30  -1.91  -0.03
N  0.12  0.79  0.85  0.22
H  0.69  2.91  2.08  0.09
H  -0.48  2.63  3.50  0.14
H  1.27  1.85  3.41  0.14
H  -2.01  -2.17  -0.64  0.11
H  -0.61  -2.92  -1.22  0.07
H  1.26  -1.94  -2.17  0.10
H  1.81  -0.51  -1.33  0.09
H  -0.46  0.77  -2.02  0.10
H  -1.03  -0.60  -2.65  0.09

Net charge: +1
SMILES: Cn1nn[n+](C2(N)CC2)n1
E_HOMO, eV: -13.42
Lowest unoccupied orbital energy, eV: -4.61
DFT total energy, hartree: -485.94979
2S+1: 1
Strongest force on any atom, eV/Å: 4.2


(3)
Entry from OMol25: 2 unconnected molecules or ions with the total composition C4H8O3 (wB97M-V/def2-TZVPD).

Each line ends with the Löwdin charge.
CARTESIAN COORDINATES (ANGSTROEM)
O  1.25  2.71  0.59  0.07
C  0.08  2.56  0.83  -0.25
C  -0.63  1.25  0.57  -0.16
C  0.09  0.35  -0.41  -0.16
C  1.05  -0.64  0.19  -0.27
O  1.44  -0.64  1.33  0.06
H  -0.54  3.35  1.27  0.12
H  -0.71  0.75  1.55  0.13
H  -1.66  1.43  0.26  0.11
H  0.73  0.92  -1.09  0.13
H  -0.58  -0.22  -1.05  0.11
H  1.38  -1.43  -0.51  0.11
O  -0.34  -3.37  -1.42  -0.06
H  -0.35  -4.05  -0.74  0.04
H  -1.21  -2.96  -1.36  0.03

SMILES: O=CCCC=O.O
E_HOMO, eV: -9.77
Lowest unoccupied orbital energy, eV: 0.53
DFT total energy, hartree: -382.90413
2S+1: 1
Strongest force on any atom, eV/Å: 0.7


(4)
Entry from OMol25: a single C5H8O2 molecule (wB97M-V/def2-TZVPD).

Each line ends with the Löwdin charge.
CARTESIAN COORDINATES (ANGSTROEM)
O  -2.48  -0.05  0.74  0.01
C  -1.23  -0.44  0.35  -0.26
C  0.32  0.54  0.83  0.01
C  0.63  0.18  -0.59  -0.52
C  1.79  -0.56  -1.09  -0.07
O  1.58  0.81  -1.41  0.00
C  -0.78  -0.10  -1.04  -0.07
H  -2.74  0.70  0.19  0.10
H  -0.60  -0.92  1.08  0.11
H  -0.09  1.53  1.01  0.09
H  1.09  0.26  1.58  0.11
H  2.63  -0.77  -0.43  0.12
H  1.66  -1.25  -1.92  0.12
H  -1.25  0.86  -1.32  0.13
H  -0.93  -0.79  -1.88  0.12

SMILES: O[C@H]1C[C@]2(CO2)C1
E_HOMO, eV: -8.43
Lowest unoccupied orbital energy, eV: 0.82
DFT total energy, hartree: -345.64334
2S+1: 1
Strongest force on any atom, eV/Å: 2.8


(5)
Entry from OMol25: 2 unconnected molecules or ions with the total composition C3H10NO (wB97M-V/def2-TZVPD).

Each line ends with the Löwdin spin population.
CARTESIAN COORDINATES (ANGSTROEM)
C  -2.10  -0.72  2.19  0.59
N  -2.10  -1.19  0.97  0.31
H  -2.77  -1.22  3.07  0.04
H  -1.41  0.05  2.31  0.05
H  -1.69  -0.77  0.14  0.01
H  -2.52  -2.13  0.85  0.01
C  0.87  0.65  -1.06  0.00
O  1.26  -0.37  -0.17  0.00
C  1.87  1.56  -1.74  0.00
H  0.37  0.17  -1.85  0.00
H  0.09  1.21  -0.46  0.00
H  2.14  -0.61  -0.41  0.00
H  1.64  1.95  -2.78  0.00
H  2.01  2.38  -1.09  0.00
H  2.90  1.35  -1.56  0.00

E_HOMO (spin up / spin down), eV: -5.42 / -10.27
Lowest unoccupied orbital energy (spin up / spin down), eV: 0.90 / 0.89
DFT total energy, hartree: -250.15992
2S+1: 2
Strongest force on any atom, eV/Å: 5.1
Expectation value of S²: 0.753


(6)
Entry from OMol25: a single C3H9N molecule (wB97M-V/def2-TZVPD).

Each line ends with the Löwdin charge.
CARTESIAN COORDINATES (ANGSTROEM)
C  -1.60  0.38  -0.08  -0.16
C  -0.53  -0.69  0.23  -0.35
N  0.75  -0.57  -0.44  -0.18
C  1.80  0.27  0.11  -0.16
H  -2.47  0.33  0.74  0.09
H  -1.16  1.52  -0.24  0.11
H  -2.17  0.13  -1.12  0.09
H  -0.37  -0.86  1.38  0.14
H  -1.01  -1.62  -0.12  0.09
H  0.61  -0.35  -1.44  0.11
H  1.56  1.33  0.03  0.06
H  1.72  0.09  1.20  0.08
H  2.86  0.05  -0.27  0.09

SMILES: CCNC
E_HOMO, eV: -8.50
Lowest unoccupied orbital energy, eV: 1.17
DFT total energy, hartree: -174.39908
2S+1: 1
Strongest force on any atom, eV/Å: 3.3


(7)
Entry from OMol25: a molecular structure, C8H18F3I2O4P2PtS (wB97M-V/def2-TZVPD).

Each line ends with the Löwdin spin population.
CARTESIAN COORDINATES (ANGSTROEM)
I  1.59  -1.01  -3.77  1.05
I  2.06  -0.95  1.22  0.81
Pt  0.70  -0.36  -0.97  0.39
P  1.00  1.83  -0.08  0.14
C  2.56  2.27  -0.87  0.06
C  -0.16  3.18  -0.53  0.02
H  0.24  3.70  -1.41  0.00
H  1.84  3.15  1.71  0.00
H  -0.22  3.87  0.32  0.00
H  0.44  2.18  2.26  0.00
H  2.44  2.24  -1.95  0.00
H  -1.17  2.80  -0.74  0.00
C  1.36  2.16  1.68  0.05
H  2.80  3.28  -0.53  0.01
H  2.04  1.41  2.11  0.02
H  3.35  1.57  -0.56  0.00
P  -0.72  -2.12  -0.31  0.18
C  -0.05  -3.42  -1.36  0.06
C  -0.68  -2.81  1.37  0.02
H  -2.98  -1.73  0.31  0.00
H  -2.86  -2.92  -1.04  0.01
H  -2.69  -1.14  -1.35  0.00
C  -2.49  -1.96  -0.64  0.02
H  -1.05  -2.07  2.07  0.00
H  -1.32  -3.70  1.42  0.00
H  -0.62  -4.33  -1.16  0.01
H  1.00  -3.59  -1.10  0.00
H  0.34  -3.09  1.66  0.00
H  -0.11  -3.13  -2.41  0.00
C  -0.53  0.28  -2.24  0.06
O  -1.25  0.68  -3.06  0.04
F  -4.58  0.18  2.72  0.00
C  -3.29  0.41  3.07  -0.01
F  -3.29  1.29  4.09  0.00
F  -2.79  -0.76  3.54  0.00
S  -2.24  1.11  1.68  -0.05
O  -2.99  0.99  0.43  0.40
O  -1.93  2.47  2.09  0.39
O  -1.11  0.17  1.72  0.28

Net charge: +3
E_HOMO (spin up / spin down), eV: -19.47 / -20.09
Lowest unoccupied orbital energy (spin up / spin down), eV: -12.08 / -14.72
DFT total energy, hartree: -2710.54826
2S+1: 5
Strongest force on any atom, eV/Å: 5.3
Expectation value of S²: 6.032


Repeat the third record exactly.
Entry from OMol25: 2 unconnected molecules or ions with the total composition C4H8O3 (wB97M-V/def2-TZVPD).

Each line ends with the Löwdin charge.
CARTESIAN COORDINATES (ANGSTROEM)
O  1.25  2.71  0.59  0.07
C  0.08  2.56  0.83  -0.25
C  -0.63  1.25  0.57  -0.16
C  0.09  0.35  -0.41  -0.16
C  1.05  -0.64  0.19  -0.27
O  1.44  -0.64  1.33  0.06
H  -0.54  3.35  1.27  0.12
H  -0.71  0.75  1.55  0.13
H  -1.66  1.43  0.26  0.11
H  0.73  0.92  -1.09  0.13
H  -0.58  -0.22  -1.05  0.11
H  1.38  -1.43  -0.51  0.11
O  -0.34  -3.37  -1.42  -0.06
H  -0.35  -4.05  -0.74  0.04
H  -1.21  -2.96  -1.36  0.03

SMILES: O=CCCC=O.O
E_HOMO, eV: -9.77
Lowest unoccupied orbital energy, eV: 0.53
DFT total energy, hartree: -382.90413
2S+1: 1
Strongest force on any atom, eV/Å: 0.7